ORCA calculation (the ωB97M-V functional and the def2-TZVPD basis) on a 3-piece molecular cluster, C3H11NO4 overall in a non-equilibrium geometry.

Values from the calculation:
LUMO in eV: 0.5
Frontier orbital gap in hartree: 0.404
Relative energy (zero: lowest compared OMol25 entry of this formula, charge and spin) in kcal per mole: 17.5
Calculated total energy in Ha: -476.64972
HOMO in eV: -10.55
Total charge: 0
SMILES: CCNC(=O)O.O.O

Each line ends with the natural charge from an NBO analysis.
CARTESIAN COORDINATES (ANGSTROEM)
C (-0.8493, 0.6030, 2.8342)  -0.635
C (-0.1638, -0.3991, 1.9207)  -0.220
N (0.8564, 0.2276, 1.0506)  -0.661
C (0.3739, 1.0031, 0.0478)  0.878
O (-0.7522, 1.0585, -0.3648)  -0.625
O (1.3811, 1.7359, -0.5084)  -0.714
H (-0.9447, 1.5923, 2.3819)  0.222
H (-1.8638, 0.3609, 3.0940)  0.224
H (-0.3390, 0.6620, 3.7963)  0.206
H (0.4354, -1.0766, 2.5240)  0.196
H (-0.8486, -0.9782, 1.3460)  0.219
H (1.7076, 0.4565, 1.5329)  0.409
H (1.0543, 2.2574, -1.2575)  0.504
O (0.8193, -1.9180, -1.3722)  -0.954
H (1.3668, -1.4385, -2.0135)  0.475
H (1.1145, -1.5223, -0.5394)  0.485
O (-1.5600, -1.6514, -2.9767)  -0.955
H (-2.0611, -1.4570, -2.1766)  0.464
H (-0.7057, -1.8975, -2.5820)  0.482